ORCA calculation (wB97M-V/def2-TZVPD) on 2 unconnected molecules or ions with the total composition C5H18N3.

For the total energy, the calculation gives -9941.16105 eV. Its highest occupied orbital energy is -13.25 eV. As for the total charge: +1. As for the energy above the lowest of the compared OMol25 structures with the same formula, charge and spin: 58.4 kJ/mol. Its largest force on an atom is 2.46 eV Å⁻¹. As for the multiplicity: 1.

Positions of all 26 atoms, in Å:
C  0.4496  -1.9132  -0.0098
C  1.4634  -1.9506  1.1756
C  1.0839  -3.1033  2.1149
N  0.7990  -0.8682  -1.0339
H  -0.5686  -1.6602  0.3605
H  0.4398  -2.9128  -0.4746
H  1.4588  -1.0219  1.7235
H  2.4601  -2.1277  0.7752
H  1.0790  -4.0438  1.5284
H  0.0562  -2.9345  2.4892
H  1.8033  -3.2306  2.9419
H  0.2861  -1.0772  -1.9014
H  1.8419  -1.0060  -1.3192
C  -1.4487  2.2385  -1.3849
N  -2.5454  3.2127  -1.2943
C  -0.9020  2.0777  0.0422
N  0.4819  1.5217  0.0457
H  -0.6456  2.6571  -2.0247
H  -1.7098  1.2621  -1.8112
H  -2.7428  3.6262  -2.2053
H  -3.4297  2.7093  -1.0951
H  -1.5290  1.4444  0.6862
H  -0.8186  3.0769  0.5107
H  0.8939  1.4774  0.9858
H  0.5683  0.4485  -0.3746
H  1.1750  2.0975  -0.4508

Force components x, y, z for each atom (eV/Å):
0.3 0.1 0.4
-0.8 -0.7 -0.7
-0.2 -0.2 -0.3
2.1 -1.2 -0.6
0.6 -0.3 -0.2
-0.2 0.4 0.2
0.1 0.5 0.1
0.2 0.1 0.0
0.0 0.4 0.4
0.6 -0.2 0.1
-0.5 0.2 -0.3
0.1 0.3 0.5
-2.3 0.3 0.7
0.4 0.5 0.3
-1.0 -0.9 -0.5
0.4 0.9 0.3
1.0 -0.7 0.5
-0.4 -0.1 0.3
-0.1 0.1 0.0
0.3 0.0 0.2
0.7 0.4 0.1
0.2 0.1 -0.3
-0.4 -0.5 -0.3
-0.5 0.0 0.0
0.1 0.6 -0.4
-0.7 0.0 -0.2